1.
A cluster of 2 separate species, C2H3F2N in total, computed with ωB97M-V/def2-TZVPD.

Results
Net charge   0
Gap between HOMO and LUMO (alpha / beta)   7.83 / 6.35 eV
HOMO (alpha / beta)   -6.9 / -10.6 eV
Expectation value of S²   2.01
2S+1   3

Geometry as XYZ:
```
8
Properties=species:S:1:pos:R:3:forces:R:3:lowdin_spin:R:1
C -0.009847 0.727814 -0.415597 0.380 3.373 -2.661 0.1033
C -0.337444 -0.612356 -0.197806 -0.052 -0.246 0.647 0.5465
N 1.005062 -0.270439 0.009427 -0.441 0.097 0.341 0.3787
F -0.840187 -1.695512 -0.682859 -0.425 -0.626 -1.346 0.1051
F -1.019820 -0.702178 1.658342 0.022 -0.041 1.752 0.7777
H 0.130692 1.045780 -1.500922 0.224 -0.419 1.035 0.0339
H -0.224307 1.720971 0.147351 -0.045 -2.188 -0.153 0.0212
H 1.295851 -0.214081 0.982063 0.336 0.050 0.384 0.0337
```
Positions in Å, forces in eV/Å.

2.
A cluster of 2 separate species, C2H3F2N3O4 in total, computed with ωB97M-V/def2-TZVPD.

Results
Net charge   0
Gap between HOMO and LUMO   11.09 eV
HOMO   -11.5 eV
2S+1   1
SMILES string   C/C(=N\F)[N+](=O)[O-].O=[N+]([O-])F

Geometry as XYZ:
```
14
Properties=species:S:1:pos:R:3:forces:R:3:nbo_charge:R:1
C -1.754225 0.150789 -0.321474 2.970 0.653 -0.166 -0.6799
C -0.569219 -0.051039 0.644526 -2.950 3.629 -0.608 0.3125
N -0.105658 0.879293 1.400318 1.159 -2.104 0.399 -0.0091
F -0.684533 2.151990 1.327032 -0.295 -1.367 -0.736 -0.2255
N -0.054285 -1.431855 0.662083 -0.100 3.333 0.806 0.5346
O -0.882265 -2.248256 0.832756 -1.505 -2.323 0.261 -0.3286
O 1.105515 -1.534892 0.478867 2.505 -1.304 -0.057 -0.3482
H -1.410762 -0.127976 -1.346943 -0.654 0.318 0.800 0.2496
H -2.595192 -0.333527 0.016901 -1.707 -1.933 0.518 0.2422
H -2.049333 1.172409 -0.197882 0.261 0.816 -0.597 0.2460
O 2.586200 1.293222 -0.144176 0.731 -1.258 -0.251 -0.2236
N 2.443606 0.324083 -0.792445 -2.025 2.050 -0.148 0.8170
O 2.975996 -0.581730 -1.247982 1.308 -0.636 0.124 -0.1967
F 0.994154 0.337491 -1.311582 0.302 0.125 -0.346 -0.3901
```
Positions in Å, forces in eV/Å.

3.
The molecule C2H3F2NS, computed with ωB97M-V/def2-TZVPD.

Results
Net charge   0
Gap between HOMO and LUMO   10.48 eV
HOMO   -9.7 eV
2S+1   1
SMILES string   [H]/N=C/C(F)(F)S

Geometry as XYZ:
```
9
Properties=species:S:1:pos:R:3:forces:R:3:nbo_charge:R:1
H -2.451960 -0.594627 0.055908 -1.976 -0.181 -0.065 0.3466
N -1.528953 -0.483646 0.372438 0.251 -0.187 -0.285 -0.5729
C -0.953108 0.376578 -0.320926 3.279 0.869 1.260 0.0846
C 0.641815 0.399333 0.154976 -1.457 0.075 -0.731 0.5313
F 1.465128 1.069353 -0.677469 -0.220 0.155 -0.011 -0.3340
F 0.712162 1.030784 1.372708 0.069 -0.514 -0.747 -0.3366
S 1.040010 -1.390036 0.198115 1.170 -0.586 -0.045 -0.0613
H -1.343707 1.112799 -1.054801 0.326 -0.632 0.228 0.1921
H 2.418617 -1.520534 -0.100950 -1.443 1.001 0.396 0.1501
```
Positions in Å, forces in eV/Å.

4.
The molecule C2H3F2OP, computed with ωB97M-V/def2-TZVPD.

Results
Net charge   0
Gap between HOMO and LUMO   8.46 eV
HOMO   -9.8 eV
2S+1   1
SMILES string   CC(F)(F)P=O

Geometry as XYZ:
```
9
Properties=species:S:1:pos:R:3:forces:R:3:nbo_charge:R:1
C 0.135111 -1.053947 0.036312 -2.515 4.276 3.160 -0.6507
C 0.464022 0.567334 0.147070 -0.717 -2.370 -0.599 0.3661
F 1.364477 0.727323 1.126669 0.204 0.305 1.161 -0.3456
F 1.106227 1.069057 -0.961988 -0.661 -0.552 -0.029 -0.3462
P -1.206627 1.518944 0.457869 0.272 -0.242 -0.651 1.2583
O -1.913444 1.429451 -0.843936 0.392 -0.002 0.660 -0.9360
H -0.698871 -1.414028 0.734018 1.154 0.906 -0.667 0.2124
H 0.942539 -1.624117 0.192958 3.322 -1.756 0.846 0.2211
H -0.193434 -1.220019 -0.888971 -1.450 -0.566 -3.881 0.2205
```
Positions in Å, forces in eV/Å.

5.
A cluster of 2 separate species, C2H3F3 in total, computed with ωB97M-V/def2-TZVPD.

Results
Net charge   0
Gap between HOMO and LUMO (alpha / beta)   9.32 / 11.03 eV
HOMO (alpha / beta)   -9.2 / -11.2 eV
2S+1   1

Geometry as XYZ:
```
8
Properties=species:S:1:pos:R:3:forces:R:3:nbo_charge:R:1
C 0.164975 0.829877 0.074736 2.240 1.786 0.109 -0.1045
C -0.434995 -0.438748 -0.239385 0.180 -1.474 2.501 0.6913
F -0.612906 1.919731 -0.145785 -2.161 1.295 -0.339 -0.3531
F -1.117958 -0.634609 -1.297248 -0.937 -0.166 -1.533 -0.2798
F -1.045924 -1.000211 0.862477 0.296 0.307 -1.220 -0.3414
H 1.070318 1.190133 -0.445930 0.101 -1.452 -0.065 0.1973
H 0.369847 0.837653 1.128741 0.327 -0.379 0.573 0.1994
H 1.606646 -2.703825 0.062393 -0.046 0.084 -0.024 -0.0092
```
Positions in Å, forces in eV/Å.

6.
A cluster of 2 separate species, C2H3F3O2 in total, computed with ωB97M-V/def2-TZVPD.

Results
Net charge   0
Gap between HOMO and LUMO   8.86 eV
HOMO   -9.2 eV
2S+1   1

Geometry as XYZ:
```
10
Properties=species:S:1:pos:R:3:forces:R:3:nbo_charge:R:1
C 0.110991 -0.976227 0.413990 0.793 1.026 -2.095 -0.0016
C 0.936502 -1.973336 0.180244 0.510 0.358 -0.840 0.6448
O -1.285685 2.255471 -0.333181 0.499 3.053 -2.257 -0.4693
O -0.559865 1.291381 -1.177602 0.144 -0.191 -0.942 -0.5645
F -0.296101 -0.671429 1.645004 -0.358 0.082 0.751 -0.3302
F 1.442530 -2.202922 -1.033946 -0.402 0.205 -0.012 -0.3128
F 1.508689 -2.789939 1.010962 -0.052 -0.731 1.079 -0.2964
H -0.034487 -0.173410 -0.398554 -0.380 -1.434 1.433 0.2470
H -0.950368 3.163122 -0.824715 -1.063 -3.005 2.409 0.5517
H -0.872205 2.077289 0.517800 0.310 0.637 0.473 0.5314
```
Positions in Å, forces in eV/Å.